A 5-piece molecular cluster, C27H25F5N overall in a non-equilibrium geometry. Source: OMol25; level of theory: ωB97M-V/def2-TZVPD.

Each line ends with the Löwdin charge.
CARTESIAN COORDINATES (ANGSTROEM)
N1 3.48 -2.50 0.51  -0.03
C1 2.36 -2.48 -0.29  -0.23
C2 1.25 -3.69 -0.12  -0.29
C3 -0.13 -2.93 0.43  -0.32
F1 0.30 -1.97 1.47  -0.31
H1 3.46 -3.34 1.14  -0.01
H2 2.14 -1.60 -1.06  0.10
H3 1.09 -4.23 -1.15  0.08
H4 1.55 -4.49 0.70  0.08
H5 -0.50 -2.30 -0.48  -0.03
F2 5.19 -4.30 2.50  0.06
C4 6.14 -3.53 3.05  -0.28
C5 5.83 -2.23 3.43  -0.01
C6 6.82 -1.43 4.02  -0.08
C7 8.10 -1.94 4.20  -0.11
C8 8.40 -3.25 3.81  -0.10
C9 7.41 -4.05 3.24  -0.02
H6 4.83 -1.85 3.28  0.12
H7 6.58 -0.42 4.32  0.10
H8 8.87 -1.32 4.65  0.09
H9 9.41 -3.64 3.95  0.10
H10 7.63 -5.07 2.94  0.11
F3 -0.42 -2.54 -4.14  0.06
C10 0.04 -1.28 -4.13  -0.29
C11 -0.86 -0.22 -3.99  -0.01
C12 -0.38 1.09 -3.98  -0.07
C13 0.98 1.33 -4.13  -0.09
C14 1.87 0.27 -4.27  -0.09
C15 1.40 -1.04 -4.27  -0.02
H11 -1.92 -0.43 -3.89  0.10
H12 -1.08 1.92 -3.86  0.07
H13 1.35 2.35 -4.13  0.10
H14 2.94 0.46 -4.39  0.10
H15 2.08 -1.88 -4.38  0.12
F4 -2.03 3.38 -3.40  0.04
C16 -3.27 3.25 -2.90  -0.27
C17 -3.90 4.36 -2.35  -0.02
C18 -5.19 4.22 -1.84  -0.09
C19 -5.83 2.98 -1.86  -0.10
C20 -5.18 1.87 -2.41  -0.07
C21 -3.89 2.01 -2.94  0.00
H16 -3.39 5.31 -2.33  0.11
H17 -5.70 5.09 -1.41  0.10
H18 -6.83 2.87 -1.46  0.10
H19 -5.67 0.90 -2.43  0.11
H20 -3.38 1.16 -3.37  0.10
F5 -4.95 4.45 1.64  0.05
C22 -4.64 3.28 2.22  -0.30
C23 -3.38 2.73 2.03  -0.02
C24 -3.05 1.52 2.64  -0.06
C25 -4.00 0.86 3.42  -0.09
C26 -5.27 1.42 3.60  -0.09
C27 -5.59 2.63 3.00  -0.03
H21 -2.65 3.26 1.41  0.11
H22 -2.07 1.09 2.50  0.12
H23 -3.75 -0.08 3.89  0.11
H24 -6.01 0.90 4.21  0.10
H25 -6.57 3.08 3.14  0.11

Output
LUMO level (eV): 2.46
Multiplicity: 1
Highest occupied orbital energy (eV): -1.7
Net charge: -1
Electronic energy (eV): -43478.276
Gap between HOMO and LUMO (Eh): 0.1512

***

C27H26AlClNP as an isolated structure in a non-equilibrium geometry. Source: OMol25; level of theory: ωB97M-V/def2-TZVPD.

Each line ends with the Löwdin charge.
CARTESIAN COORDINATES (ANGSTROEM)
Al1 0.25 -0.79 -1.63  0.22
Cl1 2.05 -2.02 -1.53  0.98
C1 2.83 -1.38 -0.08  -0.52
C2 4.21 -1.47 0.01  -0.05
C3 4.83 -0.96 1.14  -0.01
C4 4.08 -0.38 2.16  -0.02
C5 2.70 -0.31 2.05  -0.05
C6 2.05 -0.81 0.92  -0.35
P1 0.23 -0.74 0.78  1.09
C7 -0.18 1.00 1.03  -0.38
C8 -1.52 1.33 1.26  -0.10
C9 -1.90 2.65 1.37  -0.04
C10 -0.95 3.65 1.21  -0.04
C11 0.37 3.33 0.94  -0.04
C12 0.76 2.00 0.85  -0.08
C13 -0.37 -1.70 2.19  -0.34
C14 -0.38 -3.09 2.09  -0.09
C15 -0.82 -3.84 3.17  -0.05
C16 -1.26 -3.21 4.32  -0.03
C17 -1.26 -1.82 4.41  -0.04
C18 -0.80 -1.06 3.35  -0.07
H1 4.79 -1.92 -0.77  0.13
H2 5.90 -1.01 1.23  0.13
H3 4.56 0.02 3.03  0.13
H4 2.10 0.14 2.83  0.13
H5 -2.25 0.54 1.39  0.11
H6 -2.92 2.91 1.59  0.12
H7 -1.24 4.68 1.30  0.12
H8 1.10 4.11 0.80  0.12
H9 1.80 1.75 0.67  0.11
H10 -0.06 -3.57 1.18  0.11
H11 -0.80 -4.92 3.11  0.12
H12 -1.63 -3.80 5.14  0.12
H13 -1.60 -1.34 5.31  0.12
H14 -0.79 0.02 3.42  0.11
C19 -1.32 -1.66 -3.63  -0.04
N1 -1.60 -1.05 -2.32  -0.33
C20 -2.57 -1.86 -1.57  -0.03
C21 -2.11 0.33 -2.50  -0.11
C22 -1.01 1.36 -2.67  -0.22
C23 -1.31 2.65 -3.06  -0.01
C24 -0.30 3.59 -3.21  -0.03
C25 1.02 3.23 -3.00  -0.06
C26 1.34 1.94 -2.60  -0.09
C27 0.33 0.99 -2.41  -0.17
H15 -2.23 -1.76 -4.23  0.13
H16 -0.88 -2.65 -3.48  0.11
H17 -0.61 -1.03 -4.17  0.11
H18 -3.54 -1.89 -2.08  0.12
H19 -2.71 -1.43 -0.57  0.09
H20 -2.20 -2.88 -1.46  0.11
H21 -2.70 0.60 -1.62  0.14
H22 -2.79 0.36 -3.36  0.15
H23 -2.33 2.93 -3.26  0.13
H24 -0.54 4.60 -3.49  0.12
H25 1.81 3.95 -3.14  0.12
H26 2.37 1.66 -2.43  0.11

Output
LUMO level (eV): -6.36
Multiplicity: 1
Highest occupied orbital energy (eV): -14.7
Net charge: +2
Electronic energy (eV): -58306.263
Gap between HOMO and LUMO (Eh): 0.3073
ΔE to the lowest compared entry with this formula, charge and spin (kJ/mol): 40.1

***

Among the records above, which one has the lowest LUMO level? C27H26AlClNP

***

Which value of multiplicity does entry 1 give? 1

***

What is the formula in the second record? C27H26AlClNP

***

Among the records above, which one has the highest electronic energy? C27H25F5N